A structure of composition C34H19Cl4CrN4O4P, computed with ωB97M-V with the def2-TZVPD basis set.

```
! RIJCOSX wB97M-V def2-TZVPD def2/J DEFGRID3
* xyz -1 4
Cr -0.844 -0.211 1.156
O 1.681 -0.944 4.185
C 0.923 -0.505 3.342
O 0.480 -1.117 2.298
C 0.444 0.935 3.457
C 0.796 1.740 4.524
C 0.352 3.051 4.536
C -0.420 3.514 3.481
C -0.733 2.645 2.452
N -0.306 1.381 2.444
H 1.404 1.313 5.308
H 0.605 3.709 5.357
H -0.785 4.531 3.445
H -1.338 2.962 1.615
Cl -4.340 -5.862 0.536
C -3.750 -4.334 1.094
C -4.250 -3.767 2.254
Cl -5.478 -4.579 3.163
C -3.761 -2.531 2.698
Cl -4.357 -1.797 4.146
C -2.778 -1.861 1.985
O -2.261 -0.696 2.344
C -2.278 -2.439 0.794
O -1.343 -1.750 0.149
C -2.759 -3.664 0.365
Cl -2.096 -4.329 -1.089
N -1.997 1.087 0.066
C -2.511 1.910 -0.565
C -3.082 2.998 -1.208
C -2.890 4.258 -0.593
N -2.731 5.288 -0.094
C -3.761 2.872 -2.439
N -4.312 2.787 -3.450
C 4.644 2.575 -0.220
C 4.148 2.334 -1.494
C 3.024 1.542 -1.667
C 2.377 0.987 -0.565
C 2.884 1.231 0.710
C 4.013 2.018 0.882
P 0.938 -0.130 -0.682
C 1.715 -1.742 -1.033
C 1.576 -2.801 -0.143
C 2.181 -4.021 -0.423
C 2.920 -4.186 -1.582
C 3.062 -3.128 -2.473
C 2.463 -1.912 -2.198
C 0.091 0.290 -2.230
C -0.025 1.611 -2.659
C -0.838 1.928 -3.735
C -1.557 0.933 -4.382
C -1.455 -0.382 -3.950
C -0.638 -0.706 -2.877
H 5.522 3.195 -0.088
H 4.638 2.765 -2.359
H 2.644 1.362 -2.665
H 2.404 0.788 1.573
H 4.396 2.194 1.880
H 0.998 -2.676 0.760
H 2.062 -4.844 0.270
H 3.383 -5.141 -1.798
H 3.636 -3.254 -3.383
H 2.564 -1.093 -2.900
H 0.499 2.403 -2.137
H -0.941 2.960 -4.046
H -2.223 1.190 -5.194
H -2.034 -1.159 -4.433
H -0.598 -1.726 -2.515
*
```

Its HOMO-LUMO gap (spin up / spin down) is 7.00 / 6.95 eV. As for the HOMO energy (spin up / spin down): -4.98 / -5.13 eV.